Entry 1:
A 2-piece molecular cluster, C8H9NO3S overall. Source: the Open Molecules 2025 dataset; level of theory: the ωB97M-V functional and the def2-TZVPD basis.

Positions of all 22 atoms, in Å:
C1 0.40409 0.80563 -0.60483
C2 -0.39988 -1.15305 0.60742
C3 -0.88408 1.18684 -0.81095
C4 -1.70734 -0.73620 0.34514
C5 0.70557 -0.32667 0.16318
C6 -1.92014 0.36647 -0.48022
C7 5.00572 -0.44570 -0.31205
C8 -4.19323 0.31479 0.12563
N1 4.78936 -1.60945 -0.44798
O1 3.84376 1.24535 0.96929
O2 1.93279 -0.64346 0.54754
O3 -3.19260 0.87740 -0.71838
S1 5.08141 1.15295 0.12059
H1 1.25580 1.50247 -0.60248
H2 -0.36184 -2.18354 1.07089
H3 -1.04749 2.10684 -1.41642
H4 -2.56120 -1.27263 0.63605
H5 -4.95455 1.08655 0.04760
H6 -3.83857 0.45364 1.17955
H7 -4.58201 -0.72781 -0.00788
H8 2.53917 0.13979 0.58988
H9 4.08527 -2.14021 -1.00157

For the HOMO-LUMO gap, the calculation gives 0.258 hartree. Its energy is -988.7724 hartree. For the relative energy (zero: lowest compared OMol25 entry of this formula, charge and spin), the calculation gives 79.1 kcal/mol. Its multiplicity is 1.

Mulliken atomic charge list, values in e, 8 entries: -0.342 -0.700 -0.372 -0.369 0.599 0.501 0.380 -0.882



Entry 2:
An isolated ion of composition C8H9NOP and charge +1. Source: the Open Molecules 2025 dataset; level of theory: the ωB97M-V functional and the def2-TZVPD basis.

Positions of all 20 atoms, in Å:
C1 2.79706 0.19482 -0.87816
C2 2.59648 -1.08131 -0.35983
C3 1.91255 1.22141 -0.52493
C4 1.34257 -1.46004 0.21359
C5 0.87774 0.92122 0.31629
C6 0.54187 -0.42667 0.59239
C7 -3.66382 0.36256 -1.16188
C8 -0.75929 -0.44501 1.44663
N1 -1.82040 0.13218 0.52970
O1 -2.00896 1.34371 0.78412
P1 -2.47564 -0.82813 -0.71574
H1 3.64991 0.51521 -1.49191
H2 3.24614 -1.94055 -0.53398
H3 2.11772 2.15857 -0.87788
H4 1.00988 -2.53319 0.50409
H5 0.36437 1.79686 0.57364
H6 -4.30750 0.14978 -2.00441
H7 -3.70086 1.23072 -0.46167
H8 -1.21042 -1.47291 1.68810
H9 -0.50942 0.16077 2.36184

For the HOMO-LUMO gap (alpha / beta), the calculation gives 0.212 / 0.212 hartree. Its energy is -781.1519 hartree. The net charge is +1. As for the structure (SMILES): C=P[N+](=O)Cc1ccccc1. For the relative energy (zero: lowest compared OMol25 entry of this formula, charge and spin), the calculation gives 26.8 kcal/mol. Its multiplicity is 1.

Mulliken atomic charge list, values in e, 8 entries: -0.360 -0.530 -0.572 -0.362 -0.419 0.699 -0.333 -0.865



Entry 3:
C8H9O6PSc as an isolated structure. Source: the Open Molecules 2025 dataset; level of theory: the ωB97M-V functional and the def2-TZVPD basis.

Positions of all 25 atoms, in Å:
O1 -0.32909 -0.44203 -5.29909
C1 -0.37006 -0.47836 -4.14929
Sc1 -0.37148 -0.51473 -1.76825
O2 1.82792 -3.18026 -2.04539
C2 1.08292 -2.29975 -2.02402
C3 -1.73768 1.33541 -1.98469
O3 -2.42785 2.26137 -1.98853
C4 -2.19689 -1.91801 -2.01634
O4 -3.10982 -2.61891 -2.06997
C5 1.41758 0.85773 -2.21461
O5 2.32923 1.55748 -2.32832
C6 0.95478 -1.05434 2.59230
P1 0.13834 0.18740 1.60552
C7 -1.29612 0.85685 2.42957
C8 1.27876 1.51766 1.24743
O6 -0.33360 -0.50287 0.29775
H1 1.79699 -1.48256 2.03613
H2 0.26590 -1.87132 2.84502
H3 1.32961 -0.59759 3.51539
H4 -0.98150 1.36685 3.34841
H5 -1.79896 1.57652 1.77302
H6 -2.01061 0.06067 2.68011
H7 2.18184 1.11493 0.76929
H8 0.79863 2.23588 0.56925
H9 1.56116 2.03202 2.17932

For the HOMO-LUMO gap, the calculation gives 0.282 hartree. Its energy is -1862.7238 hartree. The net charge is +3. For the relative energy (zero: lowest compared OMol25 entry of this formula, charge and spin), the calculation gives 0.0 kcal/mol. Its multiplicity is 1.

Mulliken atomic charge list, values in e, 8 entries: -0.029 0.535 -0.266 -0.016 0.594 0.578 -0.019 0.581



Entry 4:
C8H9O8PYb as an isolated structure. Source: the Open Molecules 2025 dataset; level of theory: the ωB97M-V functional and the def2-TZVPD basis.

Positions of all 27 atoms, in Å:
O1 -0.39842 3.35333 -2.17602
C1 -0.35525 2.21032 -2.11932
Yb1 -0.38327 -0.17706 -1.40365
O2 -0.40209 -0.18835 -5.10218
C2 -0.39604 -0.22167 -3.95611
C3 -0.40824 -2.68396 -2.20329
O3 -0.43019 -3.83116 -2.18423
C4 -2.79894 -0.21526 -1.98793
O4 -3.93862 -0.17067 -2.08277
C5 2.02908 -0.12197 -2.12627
O5 3.17624 -0.17913 -2.10859
C6 -0.52686 2.20238 1.15434
O6 -1.08790 0.97651 0.52684
P1 -1.40346 -0.52863 1.32747
O7 -1.01695 -0.26951 2.86288
C7 0.32811 -0.10556 3.37801
O8 0.17586 -1.11508 0.45596
C8 1.51330 -1.49570 0.77479
H1 -1.07461 3.04931 0.72901
H2 0.53250 2.31203 0.87252
H3 -0.65217 2.17149 2.24716
H4 0.94847 0.51350 2.70388
H5 0.16861 0.42111 4.32900
H6 0.79737 -1.08733 3.56197
H7 2.20513 -0.64099 0.86301
H8 1.51444 -2.06099 1.71302
H9 1.88388 -2.11698 -0.04951

For the HOMO-LUMO gap (alpha / beta), the calculation gives 0.323 / 0.303 hartree. Its energy is -2411.0956 hartree. The net charge is +3. Its multiplicity is 2.

Mulliken atomic charge list, values in e, 8 entries: -0.024 0.394 0.496 -0.055 0.430 0.368 -0.016 0.461



Entry 5:
A 13-piece molecular cluster, C90H200N10O15 overall. Source: the Open Molecules 2025 dataset; level of theory: the ωB97M-V functional and the def2-TZVPD basis.

Positions of all 315 atoms, in Å:
C1 -1.99825 -5.37835 5.47338
C2 -0.51647 -5.79521 5.62677
O1 0.31822 -4.60682 5.84919
H1 -2.45938 -4.86932 6.34430
H2 -2.62018 -6.27377 5.36302
H3 -2.28226 -4.67215 4.65074
H4 -0.20582 -6.29925 4.73121
H5 -0.41489 -6.49134 6.50071
H6 -0.14906 -3.84490 5.49644
C3 -6.39531 0.07256 -2.35287
C4 -5.57151 -0.89184 -3.18745
O2 -5.13618 -2.04492 -2.46363
H7 -5.75092 0.59671 -1.63230
H8 -7.19496 -0.46770 -1.83429
H9 -6.80860 0.88370 -2.99721
H10 -4.73881 -0.40416 -3.65742
H11 -6.23302 -1.20625 -4.00865
H12 -4.17287 -2.08761 -2.32042
C5 -1.32075 -3.05576 -4.41019
C6 -2.45429 -2.28783 -3.72682
O3 -2.31399 -2.10129 -2.38960
H13 -0.39635 -2.44418 -4.38026
H14 -1.52366 -3.20744 -5.43557
H15 -1.08630 -4.05667 -3.93708
H16 -3.42713 -2.66956 -3.97278
H17 -2.52649 -1.35907 -4.27607
H18 -1.69005 -1.38052 -2.08498
C7 -4.32165 -1.98016 1.15173
O4 -3.71270 -3.00209 0.43133
C8 -2.45555 -3.24095 0.97811
C9 -1.75966 -4.36066 0.27803
N1 -2.39536 -5.62834 0.30724
C10 -2.79514 -6.00984 1.65337
C11 -3.57331 -7.36165 1.75802
O5 -3.66354 -7.81460 3.06478
C12 -3.72480 -9.19520 3.23794
H19 -3.72341 -1.07123 1.10798
H20 -4.51601 -2.27647 2.15343
H21 -5.27905 -1.76464 0.67773
H22 -2.59410 -3.39256 2.07657
H23 -1.87753 -2.30555 0.81681
H24 -0.77085 -4.49317 0.78649
H25 -1.60067 -4.12408 -0.81561
H26 -3.23839 -5.58145 -0.28209
H27 -3.42636 -5.25257 2.19732
H28 -1.88926 -6.02927 2.29973
H29 -2.94806 -8.03696 1.14442
H30 -4.51795 -7.37477 1.30106
H31 -2.81392 -9.74413 3.01287
H32 -4.54584 -9.59336 2.61774
H33 -3.89279 -9.31268 4.29804
C13 -3.45003 1.75608 0.77838
O6 -2.23330 1.50035 0.11558
C14 -2.38204 1.28698 -1.27070
C15 -1.06121 0.83039 -1.84544
N2 -0.52416 -0.44825 -1.41586
C16 0.83250 -0.72486 -1.79453
C17 1.40098 -1.92732 -1.10909
O7 1.73253 -1.71318 0.23056
C18 2.28788 -2.79353 0.90973
H34 -3.78584 2.79178 0.65628
H35 -3.25862 1.59551 1.86086
H36 -4.18404 1.13660 0.28005
H37 -2.70320 2.19185 -1.80833
H38 -3.14920 0.54031 -1.50396
H39 -0.33430 1.67109 -1.72190
H40 -1.25277 0.74562 -2.90212
H41 -0.63818 -0.58549 -0.37491
H42 1.52105 0.19148 -1.48501
H43 1.08129 -0.82493 -2.85618
H44 2.28801 -2.24589 -1.62950
H45 0.73442 -2.79892 -1.23756
H46 3.32011 -2.93593 0.61410
H47 1.58841 -3.61559 0.76511
H48 2.16182 -2.56140 2.00595
C19 1.00502 -1.50743 4.67856
C20 0.45884 -0.24439 3.97497
C21 -0.54947 0.42017 4.90455
C22 -0.96821 1.79224 4.43357
C23 0.28361 2.64467 4.29090
C24 1.32570 2.05550 3.30470
N3 1.58910 0.62513 3.69847
O8 2.48581 -0.03830 2.82686
C25 0.75072 2.13697 1.85384
C26 2.54280 2.95373 3.38282
C27 -0.40059 -0.83604 2.76861
H49 0.24828 -1.94927 5.29281
H50 1.84829 -1.22132 5.29217
H51 1.39660 -2.21177 3.97398
H52 -1.39089 -0.25375 5.04171
H53 -0.19273 0.46039 5.93177
H54 -1.73101 2.24716 5.13380
H55 -1.46029 1.75739 3.48058
H56 0.81887 2.74813 5.24323
H57 0.06552 3.62955 3.94987
H58 -0.17535 1.51620 1.77655
H59 0.46597 3.17812 1.61092
H60 1.45493 1.76289 1.07517
H61 2.95888 3.02756 4.39583
H62 3.26387 2.59120 2.61702
H63 2.28917 3.99113 3.07804
H64 -0.50464 -1.90736 3.00149
H65 0.09251 -0.83330 1.79507
H66 -1.40099 -0.47203 2.61619
H67 2.02498 -0.08951 1.96120
C28 5.58199 -4.29896 6.15980
C29 4.98034 -4.34730 4.75493
C30 6.11560 -4.31427 3.83181
C31 5.75556 -4.64809 2.41544
C32 5.22102 -6.04286 2.33180
C33 3.99537 -6.23382 3.28725
N4 4.37823 -5.70642 4.56363
O9 3.28205 -5.92360 5.49635
C34 2.71539 -5.76847 2.60142
C35 3.76462 -7.77124 3.58462
C36 3.98636 -3.17913 4.57247
H68 6.45208 -5.02567 6.22497
H69 4.89065 -4.45467 6.97301
H70 6.17921 -3.36474 6.30292
H71 6.61281 -3.34006 3.97981
H72 6.92784 -5.05403 4.07436
H73 6.71816 -4.70543 1.86847
H74 5.06582 -3.90497 1.99917
H75 6.11601 -6.68378 2.67884
H76 4.94118 -6.35752 1.35117
H77 2.52518 -6.46944 1.79406
H78 1.85729 -5.87971 3.27192
H79 2.89767 -4.68129 2.28206
H80 2.84552 -7.97420 4.17453
H81 3.84327 -8.44498 2.64426
H82 4.55793 -8.02861 4.28783
H83 4.33966 -2.38952 5.22302
H84 2.99057 -3.47092 4.78575
H85 3.99986 -2.69584 3.51744
H86 2.59993 -5.20254 5.33471
C37 0.07324 0.58586 -5.65033
C38 1.32061 1.47528 -5.52049
C39 2.29665 0.93158 -6.59554
C40 1.91497 1.37763 -8.02271
C41 2.00206 2.93710 -8.01432
C42 0.88853 3.42639 -7.08161
N5 1.10254 2.87496 -5.69751
O10 -0.03011 3.21513 -4.88534
C43 1.11301 4.93049 -6.96287
C44 -0.47412 3.15946 -7.62953
C45 2.01899 1.38958 -4.18880
H87 0.23334 -0.24376 -4.95523
H88 -0.07523 0.27950 -6.66881
H89 -0.85533 0.97830 -5.28657
H90 3.23684 1.33337 -6.33957
H91 2.45666 -0.14580 -6.47092
H92 0.92307 1.02706 -8.28338
H93 2.65838 0.93621 -8.62505
H94 1.70380 3.32991 -8.98420
H95 2.93135 3.30946 -7.72288
H96 0.99493 5.46511 -7.94496
H97 0.39337 5.28607 -6.19754
H98 2.10816 5.12688 -6.54747
H99 -0.62039 3.57211 -8.63022
H100 -0.80504 2.11749 -7.61476
H101 -1.26981 3.66219 -7.02206
H102 1.33105 1.71507 -3.39553
H103 2.90259 2.01637 -4.07225
H104 2.18545 0.38629 -3.86075
H105 0.28591 3.91963 -4.30068
C46 -6.83270 6.53696 0.85442
C47 -6.05490 5.22982 0.83936
C48 -5.11732 5.20135 -0.36979
C49 -3.97781 6.16526 -0.08370
C50 -3.16803 5.76770 1.18060
C51 -4.05555 5.72888 2.42056
N6 -5.33556 4.92882 2.08206
O11 -6.34743 5.13099 3.07987
C52 -3.27313 5.05342 3.54635
C53 -4.45512 7.11891 2.89690
C54 -7.14626 4.10713 0.64477
H106 -7.50784 6.59319 1.71693
H107 -7.41237 6.65738 -0.07509
H108 -6.30584 7.50185 0.88872
H109 -4.80554 4.16538 -0.60716
H110 -5.63982 5.55766 -1.24691
H111 -4.50094 7.16199 0.09905
H112 -3.31398 6.22121 -0.97159
H113 -2.38877 6.49694 1.36738
H114 -2.69051 4.76168 1.04426
H115 -3.80831 5.03755 4.49236
H116 -2.98341 4.00402 3.27890
H117 -2.31717 5.56259 3.71782
H118 -3.76864 7.63964 3.52949
H119 -4.66237 7.77351 2.11127
H120 -5.38698 6.92690 3.44849
H121 -7.95486 4.09353 1.34423
H122 -6.57883 3.14396 0.59329
H123 -7.51242 4.22808 -0.41131
H124 -6.49638 4.32666 3.62021
C55 5.87364 2.37705 -2.01115
C56 5.70263 0.93561 -1.45474
C57 6.03705 -0.18342 -2.45840
C58 6.18643 -1.50809 -1.76420
C59 7.25548 -1.38595 -0.58068
C60 6.67129 -0.44971 0.47956
N7 6.43681 0.84294 -0.17346
O12 5.67828 1.69127 0.71064
C61 5.44610 -1.03943 1.18736
C62 7.74909 -0.16085 1.59650
C63 4.13678 0.77621 -1.21926
H125 6.93393 2.58949 -2.29839
H126 5.64069 2.98321 -1.14754
H127 5.27403 2.65756 -2.88553
H128 5.17607 -0.18576 -3.12497
H129 6.99108 0.09316 -2.95988
H130 6.56557 -2.23327 -2.42601
H131 5.24587 -1.90846 -1.42400
H132 8.18206 -1.02276 -1.01430
H133 7.44761 -2.33132 -0.09878
H134 4.75638 -1.44944 0.47200
H135 5.84271 -1.80493 1.83298
H136 4.92727 -0.35743 1.80780
H137 7.92216 -1.09665 2.14376
H138 8.70794 0.08185 1.11567
H139 7.56682 0.66427 2.34353
H140 3.88857 -0.19610 -0.91432
H141 3.61610 0.91803 -2.19400
H142 3.80637 1.60890 -0.62489
H143 6.31652 2.23070 1.16929
C64 -5.25253 1.26715 3.59302
C65 -6.65259 0.66170 3.94455
C66 -6.33213 -0.70308 4.65145
C67 -5.85208 -0.53171 6.06361
C68 -6.93380 0.29778 6.82566
C69 -7.04993 1.68842 6.18810
N8 -7.49184 1.49229 4.84057
O13 -7.58575 2.82583 4.18234
C70 -8.23061 2.28463 6.96913
C71 -5.80110 2.50267 6.45172
C72 -7.49965 0.47101 2.70169
H144 -4.87988 0.55649 2.83110
H145 -4.62256 1.23850 4.45852
H146 -5.27150 2.29478 3.20290
H147 -7.26663 -1.27520 4.62043
H148 -5.60658 -1.25688 4.11594
H149 -4.89970 -0.05559 6.17348
H150 -5.74301 -1.51627 6.49671
H151 -6.59373 0.47701 7.84273
H152 -7.90733 -0.10998 6.92487
H153 -8.55506 3.33276 6.70277
H154 -9.12247 1.62973 6.87525
H155 -7.92337 2.42319 8.05022
H156 -5.78236 2.93606 7.44698
H157 -4.87600 2.02482 6.17416
H158 -5.80135 3.34454 5.75862
H159 -8.47327 -0.05563 2.94414
H160 -6.94892 -0.25548 2.00689
H161 -7.68138 1.33287 2.06765
H162 -8.45045 2.70376 3.79177
C73 -0.91773 7.35941 -3.64565
C74 0.46990 7.56615 -3.00231
C75 0.30210 8.50318 -1.74915
C76 -0.46731 7.80154 -0.58224
C77 0.33750 6.57247 -0.18388
C78 0.65155 5.54072 -1.25617
N9 1.13263 6.34466 -2.50402
O14 1.18463 5.40960 -3.56595
C79 1.83031 4.63485 -0.94038
C80 -0.55339 4.70661 -1.46514
C81 1.36082 8.27932 -3.97843
H163 -0.92464 6.99321 -4.67170
H164 -1.47295 8.32107 -3.63560
H165 -1.64100 6.82884 -3.10300
H166 1.32356 8.61895 -1.37426
H167 -0.11181 9.48357 -2.13186
H168 -1.46977 7.56313 -0.93381
H169 -0.50974 8.50144 0.23074
H170 -0.14333 6.04568 0.64204
H171 1.27596 7.03867 0.24484
H172 1.90148 3.96399 -1.79276
H173 2.65260 5.27946 -0.72688
H174 1.62244 3.95572 -0.11840
H175 -0.91142 4.28316 -0.57792
H176 -1.30649 5.46102 -1.78901
H177 -0.35477 3.96133 -2.27384
H178 2.29663 8.62297 -3.52166
H179 0.84721 9.20440 -4.30970
H180 1.67942 7.68506 -4.85757
H181 2.14604 5.29624 -3.64774
C82 7.13185 -4.87354 -5.07409
C83 5.72550 -4.84364 -5.62438
C84 5.11064 -6.21823 -5.24379
C85 3.59121 -6.28656 -5.49395
C86 2.94593 -5.07406 -4.83271
C87 3.51449 -3.72156 -5.16614
N10 4.95740 -3.79671 -4.88991
O15 5.62119 -2.47313 -4.99010
C88 3.12747 -3.30914 -6.57549
C89 2.90008 -2.75392 -4.14387
C90 5.80592 -4.72061 -7.14569
H182 7.55499 -5.81133 -5.44881
H183 7.17773 -4.86882 -3.99009
H184 7.71372 -4.01441 -5.52641
H185 5.67850 -6.94016 -5.80724
H186 5.28469 -6.45060 -4.20172
H187 3.12291 -7.25284 -5.12092
H188 3.34438 -6.25212 -6.58101
H189 3.04238 -5.18097 -3.73743
H190 1.88321 -5.09105 -5.06848
H191 2.16827 -2.75461 -6.55403
H192 3.83463 -2.61666 -7.02620
H193 3.04121 -4.14394 -7.29732
H194 3.43948 -1.78399 -4.27564
H195 1.81544 -2.61263 -4.26570
H196 3.23083 -3.15948 -3.21226
H197 6.12200 -3.75360 -7.50371
H198 4.86680 -5.05492 -7.64648
H199 6.53425 -5.48402 -7.49331
H200 5.82253 -2.27495 -5.91885

For the HOMO-LUMO gap, the calculation gives 0.319 hartree. Its energy is -5224.7397 hartree. For the relative energy (zero: lowest compared OMol25 entry of this formula, charge and spin), the calculation gives 40.3 kcal/mol. Its multiplicity is 1.

Mulliken atomic charge list, values in e, 8 entries: -0.914 -0.008 -0.445 0.384 0.320 -0.021 0.102 0.316



Record-wise max |F| values, in eV/A: 3.31; 7.09; 6.67; 5.27; 3.88